Here is a 2-piece molecular cluster, C2H4BrFO overall at a distorted geometry from OMol25. Energies are from the ωB97M-V functional and the def2-TZVPD basis.

Each line ends with the Mulliken charge.
Atoms and positions in Å:
C: -0.2429 -1.0555 0.1475  -0.665
C: -0.6805 -0.0231 -0.8321  -0.326
O: 0.8629 2.0638 0.7153  -0.054
F: 1.0334 1.6891 1.9922  -0.010
Br: -0.0674 0.0128 -2.6957  -0.137
H: -0.7295 -2.0079 0.0149  0.330
H: 0.9075 -1.1426 -0.0092  0.255
H: -0.4471 -0.5128 1.0708  0.222
H: -0.6363 0.9763 -0.4037  0.384

HOMO level (alpha / beta): -10.49 / -8.54 eV
energy: -76938.8348 eV
energy above the lowest of the compared OMol25 structures with the same formula, charge and spin: 7.695 eV
lowest unoccupied orbital energy (alpha / beta): -0.01289 / -0.09699 Eh